The molecule CH2O4S in a non-equilibrium geometry, computed with ωB97M-V with the def2-TZVPD basis set.

Computed properties:
energy relative to the best compared isomer or geometry (same formula, charge and spin)	45.3	kcal per mole
spin multiplicity	1
M	110.1	g/mol
HOMO level	-10.93	eV
E_LUMO	-0.048	hartree
energy	-20092.2736	eV

Geometry as XYZ:
```
8
CH2O4S | the OMol25 dataset | ωB97M-V with the def2-TZVPD basis set
C 0.170 -0.258 0.031
O 2.186 1.383 -0.045
O 3.387 -0.420 1.227
O 1.181 -0.895 0.091
O 3.193 -0.349 -1.274
S 2.773 0.067 -0.007
H -0.777 -0.793 0.243
H 0.346 0.881 -0.097
```

A cluster of 3 separate species, CH2O4S2 in total in a non-equilibrium geometry, computed with ωB97M-V with the def2-TZVPD basis set.

Computed properties:
energy relative to the best compared isomer or geometry (same formula, charge and spin)	69.0	kcal per mole
net charge	-2
spin multiplicity	1
M	142.2	g/mol
HOMO level	-0.73	eV
E_LUMO	0.209	hartree
energy	-30924.9762	eV

Geometry as XYZ:
```
9
CH2O4S2 | the OMol25 dataset | ωB97M-V with the def2-TZVPD basis set
C -1.929 1.741 -1.226
O -3.077 3.756 -2.663
O 2.083 0.403 2.584
O -2.357 1.055 -2.555
O 2.705 -1.358 1.037
S -2.038 2.669 -2.758
S 1.694 -0.254 1.321
H -0.867 1.407 -1.230
H 0.258 -1.320 1.930
```

A cluster of 2 separate species, CH2O4S2 in total in a non-equilibrium geometry, computed with ωB97M-V with the def2-TZVPD basis set.

Computed properties:
energy relative to the best compared isomer or geometry (same formula, charge and spin)	26.8	kcal per mole
net charge	-2
spin multiplicity	1
M	142.2	g/mol
HOMO level (spin up / spin down)	-0.43 / 0.72	eV
E_LUMO (spin up / spin down)	0.229 / 0.228	hartree
energy	-30926.8055	eV

Geometry as XYZ:
```
9
CH2O4S2 | the OMol25 dataset | ωB97M-V with the def2-TZVPD basis set
C 0.700 0.484 -0.004
O 3.105 0.711 -0.852
O -3.863 0.653 -0.114
O 2.873 -0.435 1.342
O -2.838 -1.678 0.061
S 2.269 -0.340 -0.053
S -2.592 -0.177 0.069
H -0.158 0.064 0.535
H 0.504 0.719 -0.985
```

The molecule CH2O4S2 in a non-equilibrium geometry, computed with ωB97M-V with the def2-TZVPD basis set.

Computed properties:
energy relative to the best compared isomer or geometry (same formula, charge and spin)	7.3	kcal per mole
spin multiplicity	1
M	142.2	g/mol
HOMO level	-10.71	eV
E_LUMO	-0.046	hartree
energy	-30927.9081	eV

Geometry as XYZ:
```
9
CH2O4S2 | the OMol25 dataset | ωB97M-V with the def2-TZVPD basis set
O 2.013 0.663 -0.845
S 1.245 -0.176 -0.001
O 1.843 -0.734 1.176
O 0.472 -1.244 -0.947
O 0.060 0.750 0.496
C -1.245 0.744 0.240
S -2.185 -0.565 0.067
H -0.416 -1.232 -0.579
H -1.787 1.794 0.392
```

The molecule CH2OS in a non-equilibrium geometry, computed with ωB97M-V with the def2-TZVPD basis set.

Computed properties:
energy relative to the best compared isomer or geometry (same formula, charge and spin)	8.5	kcal per mole
spin multiplicity	1
M	62.1	g/mol
HOMO level	-9.29	eV
E_LUMO	0.010	hartree
energy	-13951.3012	eV

Geometry as XYZ:
```
5
CH2OS | the OMol25 dataset | ωB97M-V with the def2-TZVPD basis set
O 0.262 0.346 -0.525
C -0.272 -0.250 0.554
S -0.974 0.180 1.952
H 0.481 1.260 -0.245
H -0.203 -1.252 0.234
```

The molecule CH2P2S2 in a non-equilibrium geometry, computed with ωB97M-V with the def2-TZVPD basis set.

Computed properties:
energy relative to the best compared isomer or geometry (same formula, charge and spin)	7.6	kcal per mole
spin multiplicity	1
M	140.1	g/mol
HOMO level	-9.09	eV
E_LUMO	-0.061	hartree
energy	-41316.7430	eV

Geometry as XYZ:
```
7
CH2P2S2 | the OMol25 dataset | ωB97M-V with the def2-TZVPD basis set
C -1.386 -0.144 -0.203
P -0.566 -1.630 0.049
S 1.372 -1.219 0.633
P 1.724 0.574 -0.470
S 2.162 1.946 0.811
H -0.908 0.859 -0.212
H -2.399 -0.387 -0.608
```

A structure of composition CH2S3 in a non-equilibrium geometry, computed with ωB97M-V with the def2-TZVPD basis set.

Computed properties:
energy relative to the best compared isomer or geometry (same formula, charge and spin)	50.0	kcal per mole
spin multiplicity	1
M	110.2	g/mol
HOMO level	-9.03	eV
E_LUMO	-0.051	hartree
energy	-33572.6687	eV

Geometry as XYZ:
```
6
CH2S3 | the OMol25 dataset | ωB97M-V with the def2-TZVPD basis set
C 0.480 -0.127 -0.582
H -0.674 -0.329 1.372
H -0.834 1.240 0.993
S -0.043 -1.393 0.607
S -0.573 1.313 -0.727
S 1.644 -0.703 -1.663
```

A cluster of 16 separate species, CH30O18 in total in a non-equilibrium geometry, computed with ωB97M-V with the def2-TZVPD basis set.

Computed properties:
energy relative to the best compared isomer or geometry (same formula, charge and spin)	27.3	kcal per mole
net charge	-2
spin multiplicity	1
M	330.2	g/mol
HOMO level	-3.92	eV
E_LUMO	0.185	hartree
energy	-38381.9103	eV

Geometry as XYZ:
```
49
CH30O18 | the OMol25 dataset | ωB97M-V with the def2-TZVPD basis set
C 0.099 -0.250 0.263
O -0.021 0.872 1.097
O -0.489 -1.330 0.582
O 0.643 -0.097 -0.918
O 1.859 -2.048 1.668
H 1.024 -1.658 1.284
H 2.559 -1.660 1.178
O 3.245 -0.594 -0.556
H 2.342 -0.410 -0.625
H 3.637 -0.197 -1.338
O -2.256 -2.064 -1.413
H -1.561 -1.818 -0.788
H -2.760 -1.394 -1.811
O 0.461 3.928 1.315
H 0.681 3.174 0.762
H -0.381 3.869 1.760
O -0.840 -3.523 2.020
H -0.020 -4.002 1.860
H -0.789 -2.683 1.554
O 1.158 2.415 -0.994
H 1.164 2.588 -1.975
H 0.988 1.432 -0.869
O -1.159 0.346 -2.756
H -1.840 -0.268 -2.857
H -0.787 0.123 -1.891
O -1.728 2.378 2.900
H -1.536 1.794 2.170
H -2.532 2.864 2.793
O -2.985 -0.207 0.665
H -2.104 -0.617 0.911
H -2.763 0.683 0.336
O 0.218 -3.675 -0.900
H 0.078 -2.709 -0.840
H 0.369 -3.781 -1.836
O -0.873 -0.602 3.101
H -0.151 -0.141 3.544
H -0.592 -0.596 2.196
O 1.991 1.569 2.640
H 1.243 1.507 2.044
H 2.421 0.707 2.684
O 1.322 1.300 -3.907
H 0.925 0.425 -3.615
H 0.561 1.843 -4.044
O -1.739 2.278 0.006
H -1.801 3.185 0.243
H -0.998 1.828 0.465
O 1.508 -1.454 -2.876
H 1.098 -2.301 -3.133
H 1.132 -1.037 -2.080
```

A structure of composition CH31MnO18 in a non-equilibrium geometry, computed with ωB97M-V with the def2-TZVPD basis set.

Computed properties:
energy relative to the best compared isomer or geometry (same formula, charge and spin)	28.5	kcal per mole
net charge	+1
spin multiplicity	6
M	386.2	g/mol
HOMO level (spin up / spin down)	-13.10 / -13.11	eV
E_LUMO (spin up / spin down)	-0.141 / -0.153	hartree
energy	-69712.5260	eV

Geometry as XYZ:
```
51
CH31MnO18 | the OMol25 dataset | ωB97M-V with the def2-TZVPD basis set
Mn 15.351 6.791 -1.050
C 16.167 5.431 -3.064
O 16.876 6.236 -2.427
O 16.417 5.091 -4.301
O 15.086 5.088 -2.563
H 17.148 5.422 -4.825
O 15.558 2.429 -2.018
H 15.226 3.289 -2.327
H 15.039 2.128 -1.241
O 17.182 7.488 0.128
H 18.007 7.639 -0.326
H 17.012 8.219 0.696
O 19.184 4.650 -4.967
H 18.813 4.473 -5.816
H 19.046 3.947 -4.375
O 14.598 7.807 -5.044
H 14.751 7.129 -5.677
H 14.019 8.415 -5.501
O 13.562 5.487 -0.358
H 13.028 4.913 -0.872
H 12.951 5.723 0.317
O 19.058 4.606 -1.808
H 19.683 5.227 -2.148
H 18.239 5.062 -2.037
O 13.649 7.370 -2.498
H 13.729 7.382 -3.451
H 12.735 7.646 -2.212
O 17.310 4.029 -7.577
H 17.124 4.933 -7.655
H 16.723 3.541 -8.175
O 17.006 2.278 -4.958
H 16.567 3.104 -5.271
H 17.618 1.916 -5.610
O 17.696 6.949 -6.274
H 16.790 6.692 -6.412
H 17.630 7.634 -5.624
O 15.266 5.879 -6.870
H 15.107 4.946 -6.756
H 14.891 6.092 -7.713
O 19.376 6.990 -3.624
H 19.049 6.324 -4.159
H 20.096 7.434 -4.090
O 17.323 8.734 -4.060
H 16.543 8.797 -3.589
H 17.888 8.021 -3.693
O 13.404 5.243 -4.773
H 13.828 4.631 -5.403
H 14.008 5.154 -4.035
O 16.208 4.981 0.019
H 16.698 4.964 0.854
H 15.778 4.119 0.088
```

A structure of composition CH3AgO2 in a non-equilibrium geometry, computed with ωB97M-V with the def2-TZVPD basis set.

Computed properties:
energy relative to the best compared isomer or geometry (same formula, charge and spin)	0.0	kcal per mole
net charge	+1
spin multiplicity	2
M	154.9	g/mol
HOMO level (spin up / spin down)	-13.97 / -13.97	eV
E_LUMO (spin up / spin down)	-0.236 / -0.277	hartree
energy	-9168.4036	eV

Geometry as XYZ:
```
7
CH3AgO2 | the OMol25 dataset | ωB97M-V with the def2-TZVPD basis set
C 0.410 -2.612 1.622
O -0.525 -1.951 1.228
H 1.444 -2.221 1.588
H 0.288 -3.686 1.853
H -0.734 0.389 1.549
Ag -1.487 1.183 -1.312
O -0.933 1.201 0.992
```